Density functional theory data (ωB97M-V/def2-TZVPD) for a 5-piece molecular cluster, C21H38ClNO15P2 overall.

```
78
Properties=species:S:1:pos:R:3:forces:R:3:lowdin_charge:R:1
C 0.76223 -5.00755 -2.52604 0.009 0.009 -0.085 -0.12
C 0.77067 -4.17279 -3.79989 -0.077 -0.196 -0.045 -0.33
N -0.55223 -3.60168 -4.10034 0.073 0.323 -0.050 -0.29
P -1.30264 -2.69875 -2.88282 -0.391 -0.326 0.493 0.88
C -2.76782 -2.04240 -3.78787 0.037 -0.026 -0.177 -0.86
Cl -2.37231 -1.38558 -5.43074 0.014 -0.015 0.071 0.57
C -3.84222 -3.13821 -3.88907 -0.002 0.134 0.183 -0.35
C -4.81149 -3.08087 -2.70767 0.034 -0.051 -0.088 -0.11
P -0.05453 -0.90015 -2.71648 0.093 0.270 -0.556 0.31
O 0.72973 -0.56810 -3.91757 0.174 -0.002 0.261 -0.33
O 0.87546 -1.17168 -1.43290 -0.174 -0.029 -0.081 -0.17
O -1.03974 0.28635 -2.23438 0.088 -0.205 0.246 -0.18
H -0.14469 -5.61338 -2.48830 0.032 -0.015 0.036 0.07
H 1.62120 -5.67893 -2.52770 0.022 0.037 0.063 0.07
H 0.80940 -4.39893 -1.62218 -0.057 -0.002 -0.008 0.05
H 1.53109 -3.38552 -3.74706 0.027 -0.043 0.015 0.10
H 1.02568 -4.82084 -4.64055 0.010 0.059 -0.020 0.11
H -0.54437 -3.10915 -4.98874 0.080 0.009 0.000 0.04
H -3.14616 -1.18709 -3.22863 0.029 -0.006 -0.003 0.05
H -4.38116 -3.00943 -4.82678 0.000 0.005 0.012 0.09
H -3.35337 -4.11461 -3.91068 -0.060 -0.015 -0.201 0.09
H -5.69556 -3.68404 -2.91672 0.037 -0.047 0.055 0.07
H -4.34803 -3.46084 -1.79630 -0.003 0.081 0.023 0.07
H -5.14632 -2.05708 -2.52799 -0.018 -0.025 0.009 0.07
H 0.38048 -1.58341 -0.70491 0.031 -0.065 0.040 0.04
H -0.60744 0.82490 -1.55263 -0.042 0.078 0.031 0.05
C -1.65336 3.78324 2.78479 0.033 -0.093 0.082 -0.01
C -0.57000 3.52988 1.77227 0.081 0.117 -0.072 -0.30
C -0.98456 2.75824 0.53660 -0.083 -0.018 -0.063 -0.07
O 0.22193 2.04646 0.19782 -0.132 -0.124 -0.114 0.05
C 0.94993 1.89022 1.32385 -0.002 0.012 0.012 -0.57
O 1.89645 1.17934 1.44150 0.024 -0.081 0.022 0.16
O 0.45434 2.66039 2.31353 -0.115 0.074 0.042 0.06
H -2.02438 2.84022 3.18802 -0.036 -0.007 -0.049 0.09
H -1.28302 4.38886 3.61017 0.005 0.005 -0.008 0.09
H -2.48004 4.31469 2.31245 0.006 0.014 -0.001 0.10
H -0.07020 4.45801 1.48425 -0.035 0.018 0.005 0.16
H -1.28161 3.38265 -0.30239 0.095 -0.006 -0.034 0.14
H -1.76362 2.02331 0.75561 -0.015 0.020 0.022 0.14
C 4.53549 1.51207 4.88297 0.048 0.011 0.108 -0.01
C 3.23561 0.84127 5.23591 0.019 0.024 -0.061 -0.32
C 1.99662 1.69793 5.07917 0.046 0.040 -0.028 -0.09
O 1.12325 1.16721 6.08595 -0.005 0.004 0.015 0.05
C 1.88971 0.59720 7.05028 0.078 -0.026 -0.052 -0.57
O 1.48004 0.21182 8.09560 -0.041 -0.032 0.024 0.16
O 3.17565 0.51997 6.64188 -0.037 -0.050 0.011 0.09
H 4.71891 2.35410 5.55110 -0.034 0.030 -0.033 0.09
H 5.36958 0.81772 4.96879 -0.008 -0.005 -0.003 0.09
H 4.49054 1.87375 3.85498 -0.001 -0.019 -0.009 0.09
H 3.12543 -0.09769 4.68709 -0.016 -0.015 -0.041 0.15
H 1.52160 1.62470 4.10780 0.011 -0.041 -0.003 0.10
H 2.20822 2.74604 5.30690 -0.026 0.005 0.007 0.15
C 0.88773 3.34017 -6.36728 -0.067 0.099 -0.047 -0.02
C 0.81581 3.66467 -4.89981 0.013 -0.035 0.020 -0.31
C 0.05837 2.66623 -4.05219 0.004 -0.104 0.070 -0.09
O -0.46749 3.49703 -3.00057 -0.062 -0.011 0.027 0.04
C -0.57148 4.75949 -3.47304 0.062 -0.041 -0.069 -0.57
O -1.12890 5.64428 -2.90454 -0.020 0.032 0.058 0.15
O 0.04640 4.86841 -4.66709 0.020 0.054 0.055 0.09
H -0.11246 3.33558 -6.80121 -0.006 -0.053 0.020 0.09
H 1.49171 4.07221 -6.90121 0.004 -0.002 0.008 0.09
H 1.33422 2.35421 -6.50053 0.007 -0.001 0.010 0.10
H 1.81253 3.84109 -4.48596 0.004 -0.019 -0.006 0.16
H 0.66829 1.88013 -3.61962 0.040 0.026 -0.079 0.11
H -0.77610 2.21623 -4.59407 0.016 -0.024 -0.002 0.14
C 0.74651 -2.90499 5.24813 -0.008 -0.081 -0.034 0.00
C 0.62623 -2.16566 3.94216 0.028 0.063 0.097 -0.31
C -0.52148 -1.17817 3.84726 -0.023 -0.005 0.018 -0.07
O -0.85552 -1.22914 2.45080 -0.002 -0.019 -0.045 0.06
C -0.47174 -2.43774 1.97553 -0.108 -0.050 0.213 -0.56
O -0.79448 -2.88088 0.91652 0.206 0.238 -0.231 0.14
O 0.29572 -3.07830 2.87378 0.024 0.015 -0.113 0.10
H -0.13710 -3.52234 5.41165 -0.025 0.042 0.011 0.10
H 1.62214 -3.55193 5.25016 0.002 0.010 -0.008 0.09
H 0.83604 -2.20043 6.07501 0.022 0.053 0.029 0.09
H 1.56632 -1.68044 3.66332 0.000 0.001 0.023 0.15
H -0.26080 -0.16148 4.12796 0.029 0.012 -0.058 0.12
H -1.38877 -1.51006 4.42290 0.016 0.008 0.030 0.14
```
Forces are in eV/Å.

The calculation puts the LUMO energy at 0.014 hartree. The SMILES is CCNP([C@@H](Cl)CC)P(=O)(O)O.C[C@@H]1COC(=O)O1.C[C@@H]1COC(=O)O1.C[C@@H]1COC(=O)O1.C[C@@H]1COC(=O)O1. Its molar mass is 641.9 g mol⁻¹. The value obtained for the gap between HOMO and LUMO is 9.0 eV. Its multiplicity is 1.